(1)
Computed, not measured: C18H29CoN6O6P as an isolated structure, with the ωB97M-V functional and the def2-TZVPD basis.

Element x y z (Å)
1 H -1.92308 0.56113 1.56641
2 O 0.90754 -3.56833 2.34224
3 C -2.62993 -0.55161 -1.99551
4 C -1.05285 1.11035 -2.77342
5 N 4.26890 -0.57032 0.50311
6 H -3.88269 -2.17343 -1.34080
7 N -2.49715 1.79108 2.72218
8 O 0.57789 -2.71977 0.36652
9 C -3.12280 -1.56943 0.93826
10 H 1.77281 0.72334 2.42069
11 C -2.02751 -3.54222 0.14929
12 H -0.89234 3.18882 2.50048
13 C -0.24154 -1.09908 -1.80920
14 C -3.40955 1.58696 -2.76501
15 C 2.36780 0.87812 -1.31398
16 C -2.10874 1.97668 -3.02962
17 H 2.35649 0.24080 -2.20088
18 H -1.29042 -3.95272 -0.53243
19 N -2.17677 -2.08092 -0.08218
20 N 3.42833 1.53617 1.41610
21 N 3.73650 1.28022 -1.00084
22 C -1.70289 2.73158 1.93232
23 C 2.01154 1.17702 1.45417
24 O -1.36152 0.69276 0.74893
25 O -0.15861 -1.68706 2.09329
26 H 1.77284 1.77013 -1.52586
27 H 3.11433 3.02841 -0.02456
28 H 4.54046 -0.56940 -1.57244
29 H 5.62785 0.48652 -0.66258
30 C -1.07132 2.01286 0.74828
31 O -0.37507 2.51149 -0.08558
32 O 0.45625 -1.78745 -2.46861
33 H 2.78998 -1.77478 1.34878
34 H 4.02180 -0.13505 2.53411
35 C -3.67271 0.32300 -2.24768
36 H -1.90948 2.96151 -3.43246
37 H -2.63972 -1.56312 1.91433
38 H -3.99835 -2.22090 0.98001
39 H -2.13525 1.66720 3.65795
40 H -2.29935 3.55028 1.53230
41 H -4.22830 2.26595 -2.96818
42 C 3.78277 2.18393 0.15007
43 H -2.36685 -2.66802 -2.08062
44 C -2.82247 -1.92523 -1.42505
45 Co -0.35076 -1.06721 0.03668
46 N 0.47210 -2.69791 1.65855
47 H -4.69466 0.01381 -2.05803
48 C 4.60105 0.12814 -0.73643
49 H -1.72096 -3.72789 1.17532
50 H -3.45503 -0.56955 0.66283
51 H 1.42341 2.08355 1.33516
52 C 4.30329 0.37803 1.61326
53 H 5.32515 0.74108 1.72234
54 H -3.46505 2.07231 2.79834
55 H 2.98079 -1.97552 -0.38533
56 H -2.99241 -4.02943 -0.01162
57 H 4.80141 2.56185 0.23902
58 H -0.03557 1.41746 -2.98044
59 C -1.32339 -0.14991 -2.27344
60 P 1.62160 -0.01938 0.10389
61 C 2.97219 -1.23692 0.41756

Values from the calculation:
Energy above the lowest of the compared OMol25 structures with the same formula, charge and spin: 17.6 kJ/mol
Energy: -87269.057 eV
Charge: +1
HOMO level (alpha / beta): -11.218 / -11.218 eV
LUMO (alpha / beta): -0.1208 / -0.1197 Ha

Just the Mulliken charges please, in e? Sure, here they are: 0.15, -0.65, 0.69, -0.02, 0.14, 0.60, -0.62, -0.49, -1.37, 0.38, -1.32, 0.34, -0.02, -0.76, -1.19, -0.82, 0.54, 0.37, 0.60, 0.12, 0.13, -0.74, -1.46, -0.08, -0.54, 0.20, 0.39, 0.41, 0.32, 0.35, -0.49, -0.52, 0.45, 0.39, -0.75, 0.46, 0.33, 0.41, 0.22, 0.39, 0.42, -0.99, 0.44, -1.28, 0.12, 1.04, 0.47, -0.80, 0.38, 0.42, 0.37, -0.87, 0.32, 0.23, 0.33, 0.46, 0.29, 0.52, 0.64, 3.32, -1.37

---

(2)
Computed, not measured: a 2-piece molecular cluster, C4H11NO overall, with the ωB97M-V functional and the def2-TZVPD basis.

Element x y z (Å)
1 H 1.01872 -0.68532 1.08794
2 H -1.10525 0.55481 2.26282
3 H 0.35878 -2.92408 -0.85702
4 H -0.78756 2.46877 2.47075
5 C -0.88404 1.74036 0.61256
6 H -0.92505 -1.63735 -0.72983
7 H 2.37388 -1.58020 0.41956
8 H -0.16912 -2.11838 -2.29645
9 H -0.17196 0.39041 -0.77254
10 H -0.60855 2.70013 0.16910
11 H 2.21061 0.18168 0.31802
12 O -0.96361 0.78256 -0.32709
13 N 0.93704 -0.87517 -1.03966
14 C 1.67084 -0.76742 0.21342
15 C -0.01485 -1.96529 -1.22954
16 C -1.09690 1.58499 1.92948
17 H 1.67484 -0.78247 -1.71561

Values from the calculation:
Energy above the lowest of the compared OMol25 structures with the same formula, charge and spin: 226.4 kJ/mol
Energy: -7862.207 eV
HOMO level: -8.658 eV
LUMO: 0.0345 Ha
SMILES: C=CO.CNC

Just the Mulliken charges please, in e? Sure, here they are: 0.27, 0.30, 0.30, 0.28, -0.12, 0.23, 0.38, 0.32, 0.49, 0.33, 0.35, -0.52, -0.41, -0.97, -0.77, -0.68, 0.22

---

(3)
Computed, not measured: C28H21Br2N3O2S6Zr as an isolated structure, with the ωB97M-V functional and the def2-TZVPD basis.

Element x y z (Å)
1 C -6.54133 23.86198 13.76688
2 H -1.78024 21.57024 12.14148
3 C -5.83920 19.01878 12.69122
4 C -3.68865 15.48718 7.44993
5 C -9.42009 17.25700 11.39973
6 C -6.91687 21.12893 13.15017
7 H -9.44812 16.20390 11.17589
8 Zr -3.11653 17.16751 12.21126
9 O -2.43887 18.04920 8.12293
10 C -3.13450 17.50307 8.96069
11 H -3.30463 22.27609 11.65686
12 C -7.83920 23.29774 13.71562
13 C -6.03124 15.06439 6.91773
14 H -6.38110 24.94010 13.92742
15 S -0.97571 12.42575 11.86026
16 H -6.79068 14.56540 6.34344
17 C -5.45847 22.97993 13.65022
18 C -5.61844 21.64481 13.29551
19 C -8.01691 21.94554 13.48207
20 C -8.19410 19.25465 12.00924
21 H -7.48169 17.28397 12.26569
22 N -6.37686 15.95540 7.82227
23 H -2.63928 15.33988 7.21831
24 C -1.98172 11.45673 12.90505
25 C -1.85374 13.92025 12.00723
26 S -3.52904 12.25977 13.34718
27 C -4.11137 16.42459 8.40139
28 C -10.42327 19.43641 11.08427
29 S -1.21077 15.35965 11.38121
30 H 0.14799 21.55753 10.22541
31 H -4.42227 23.35543 13.77008
32 H -0.38905 21.93716 7.32793
33 S -4.32326 15.03811 12.85959
34 Br -4.07207 13.58378 5.42446
35 C -0.55445 22.12367 9.55535
36 H -9.16552 21.09324 11.56414
37 O -3.19160 17.79025 10.23694
38 C -2.22473 22.37041 11.53331
39 C -2.89416 21.94341 9.23252
40 H -4.77856 20.98890 13.16025
41 C -5.46836 16.57471 8.60729
42 C -0.82311 21.44852 8.21324
43 C -7.01129 19.80973 12.59003
44 C -9.25340 20.03543 11.52418
45 C -4.66136 14.80521 6.67384
46 H -1.86789 23.32374 11.99588
47 H -2.81373 21.47000 7.24846
48 N -1.91558 22.25250 10.12453
49 H -8.73063 23.96073 13.87501
50 S -1.43127 10.02082 13.43067
51 C -4.85857 18.28512 12.68494
52 Br -1.37501 18.30538 13.78517
53 N -2.27511 21.51587 8.10433
54 C -3.14542 13.79744 12.63932
55 C -10.53272 18.00687 11.02604
56 H -0.13676 23.14694 9.48543
57 C -8.32766 17.84837 11.94483
58 H -11.24351 20.04294 10.69651
59 S -4.55700 22.05630 9.50194
60 H -11.42470 17.47207 10.73095
61 H -0.50985 20.41584 8.25479
62 H -9.01303 21.52498 13.52413
63 H -5.85958 17.15277 9.43539

Values from the calculation:
Energy above the lowest of the compared OMol25 structures with the same formula, charge and spin: 41.7 kJ/mol
Energy: -244323.596 eV
Charge: -2
HOMO level (alpha / beta): -0.889 / -0.889 eV
LUMO (alpha / beta): 0.1337 / 0.1337 Ha

Just the Mulliken charges please, in e? Sure, here they are: -0.63, 0.28, -2.58, -0.63, -0.56, 0.51, 0.37, 0.88, -0.61, 0.32, -0.29, -0.38, -0.14, 0.32, -0.11, 0.38, -0.26, -0.98, -0.51, 0.82, 0.60, -0.57, 0.45, 0.11, 0.31, -0.12, 0.38, -0.57, -0.40, 0.29, 0.26, 0.33, -0.42, -0.22, -0.57, 0.90, -0.11, -0.39, 0.09, 0.38, -0.30, -0.43, -0.84, -0.69, 0.14, 0.31, 0.22, 0.14, 0.27, -0.36, 2.37, -0.59, -0.09, 0.16, -0.50, 0.26, -0.93, 0.32, -0.42, 0.36, 0.22, 0.76, 0.68

---

(4)
Computed, not measured: a single C23H21N3O4S molecule, with the ωB97M-V functional and the def2-TZVPD basis.

Element x y z (Å)
1 H -0.06758 4.52988 -1.69102
2 C 0.98775 -6.59837 -0.03468
3 H -1.52664 5.62931 2.17880
4 C -1.54480 0.06183 -2.61646
5 H 0.51834 1.32626 2.75170
6 C -2.15560 1.22115 -2.16498
7 H 1.04290 2.44849 -1.90449
8 C -1.07059 -0.86991 -1.70725
9 H 0.88349 -4.14911 -2.34372
10 C 1.02896 -4.64825 -1.39515
11 C 1.75860 -2.46369 -0.35242
12 H 2.83143 -0.72324 1.20330
13 C 0.29008 3.13132 -0.11885
14 H -1.44330 -0.12003 -3.67579
15 H -2.52611 1.94488 -2.87642
16 H 1.96570 -4.12684 1.79500
17 C -0.85573 5.22128 0.19305
18 O -1.37873 6.40612 -0.19803
19 C 1.63424 -4.63930 0.90128
20 H 0.81032 -7.65498 0.11812
21 C 1.46161 -3.93430 -0.28756
22 C -1.25598 6.79415 -1.54625
23 H -1.93738 0.65766 1.16694
24 N 0.93217 2.23139 -0.92078
25 H -0.20656 6.88858 -1.84183
26 H -1.73875 7.76715 -1.61750
27 O -0.88296 -1.32346 2.15038
28 O -0.99340 -3.09561 0.43430
29 C 0.78385 -6.00594 -1.26975
30 H -0.62920 -1.79624 -2.03543
31 C -1.01318 4.91377 1.55759
32 N 1.11084 -1.76829 0.74038
33 H -1.76201 6.08967 -2.21371
34 C 0.13908 2.82068 1.24454
35 C -0.20365 4.32794 -0.64001
36 H 2.83746 -2.31146 -0.24437
37 C 0.64909 1.57456 1.70823
38 S -0.54512 -1.79803 0.83961
39 C 1.75495 -0.63914 1.37567
40 H -0.64965 3.50957 3.11433
41 H 1.55349 -0.71262 2.44784
42 C -0.52530 3.74157 2.06790
43 H 0.43854 -6.58776 -2.11077
44 N 1.40942 -5.93164 1.02718
45 H 1.47351 -2.04808 -1.32527
46 C 1.43185 1.00625 -0.53107
47 C -1.19128 -0.61567 -0.35498
48 C -1.82878 0.52100 0.10310
49 H -2.81387 2.33558 -0.45453
50 O 1.96898 0.29069 -1.36114
51 C 1.26137 0.69433 0.88186
52 C -2.31500 1.44493 -0.80631

Values from the calculation:
Energy above the lowest of the compared OMol25 structures with the same formula, charge and spin: 97.6 kJ/mol
Energy: -47687.493 eV
HOMO level: -8.404 eV
LUMO: 0.0026 Ha
SMILES: COc1ccc2cc(CN(Cc3cccnc3)S(=O)(=O)c3ccccc3)c(=O)[nH]c2c1

Just the Mulliken charges please, in e? Sure, here they are: 0.44, -0.31, 0.48, -0.76, 0.36, -0.63, 0.26, -0.14, 0.38, -0.26, -0.77, 0.56, -0.61, 0.43, 0.44, 0.37, 0.74, -0.46, -0.26, 0.37, 0.56, -0.80, 0.61, 0.22, 0.32, 0.24, -0.76, -0.67, -0.59, 0.47, -0.77, 0.06, 0.32, 0.67, -0.14, 0.46, -0.51, 1.57, -1.40, 0.47, 0.31, -0.90, 0.39, -0.66, 0.33, 0.01, -0.34, -0.13, 0.47, -0.74, 0.89, -0.60

---

Maximum force readings, ordered: 1.15; 2.30; 4.05; 0.97 eV/A